C34H70I3N2O14S3 | ωB97M-V/def2-TZVPD

Values from the calculation:
- energy relative to the best compared isomer or geometry (same formula, charge and spin) (kJ/mol) = 1225.84
- net charge = -1
- Kohn-Sham gap (eV) = 6.6

Geometry as XYZ:
```
126
Properties=species:S:1:pos:R:3:forces:R:3:lowdin_charge:R:1
C -3.391035 5.322166 -0.148119 -0.11 0.37 -0.13 -0.186
C -2.031221 4.576311 -0.668657 0.62 2.04 0.91 -0.686
I -2.325878 3.454288 -2.577257 -0.07 0.43 0.77 0.668
C -1.150574 3.778276 0.446076 2.51 1.88 -1.52 -0.344
N -1.793888 3.001266 1.504712 -0.39 0.94 -0.38 -0.457
S -2.185612 4.020312 2.798036 -0.11 -0.09 1.63 0.814
C -2.369674 1.682935 1.315511 -0.65 -1.23 -1.86 -0.338
N -1.737683 1.172842 -0.006724 -0.92 -0.59 1.22 0.063
C -3.946012 1.845277 0.841143 -0.25 0.69 -2.18 -0.125
O -4.876999 2.434545 1.777062 5.35 -3.20 2.54 -0.244
O -5.918492 2.983564 1.220207 -4.18 1.76 -3.90 -0.055
C -2.136536 0.531819 2.511858 -3.21 -0.88 -0.46 -0.256
C -3.011380 -0.805957 1.965383 -0.15 -0.41 -1.05 -0.117
C -2.513126 -2.241531 2.563341 -0.82 -1.11 -0.87 -0.188
C -2.947170 -2.579008 4.107339 -0.15 0.09 -0.62 -0.184
S -3.275288 -4.463921 4.134478 3.83 -4.73 5.02 0.778
O -1.914319 -5.156459 3.827798 -4.81 2.54 -0.56 -0.383
O -3.707470 -4.962281 5.548037 0.26 2.54 -4.94 -0.397
O -4.490392 -4.952204 3.044931 2.49 -0.30 0.09 -0.253
C -2.987947 0.854050 3.905296 -0.50 0.45 1.72 -0.099
C -2.139254 0.861939 5.297373 3.80 -4.63 2.46 -0.614
O -1.407107 -0.109509 5.826909 -5.01 5.77 -3.93 -0.117
I -2.310684 2.679029 6.591071 -0.06 -1.10 -0.96 0.722
O -0.852635 0.002094 2.692708 -0.99 0.18 -0.24 -0.073
C 0.396449 0.596329 2.776405 4.88 0.23 0.19 -0.314
C 1.203567 0.625174 1.310652 -1.36 1.63 -0.84 -0.140
C 2.787275 0.986870 1.363007 1.02 0.42 0.02 -0.241
C 3.819864 -0.202201 0.914864 0.45 0.84 1.06 -0.562
S 3.485935 -0.898253 -0.821317 -0.15 0.22 0.37 0.530
C 1.292113 -0.418672 3.775583 -0.06 -0.38 0.91 -0.068
C 1.090219 -2.006269 3.457352 -4.08 -2.81 6.63 -0.618
O 0.470984 -2.764447 4.406310 4.13 4.79 -6.39 -0.150
I 1.680710 -3.096794 1.654071 -0.29 0.62 0.90 0.850
C 0.649577 2.064838 3.435920 1.77 7.27 4.74 -0.339
O 0.985287 3.197909 2.754475 -1.83 -6.34 1.44 -0.151
O 0.694466 2.303974 4.919423 -0.87 -2.99 -7.17 -0.278
H -4.046527 4.705517 0.599681 1.40 1.05 -1.53 0.040
H -3.036401 6.314808 0.408365 -0.83 -2.17 -1.17 0.100
H -4.077057 5.612605 -1.066208 1.52 -0.51 1.88 0.073
H -1.324534 5.473424 -1.030089 -1.51 -2.24 0.63 0.092
H -0.575221 4.662260 1.023084 -1.41 -2.05 -1.20 0.122
H -0.249435 3.275824 -0.155693 -2.28 0.57 1.54 0.121
H -3.479141 4.563568 2.740001 0.71 -0.83 -0.81 -0.098
H -1.254079 0.267785 0.127931 -0.35 0.85 0.14 0.071
H -2.464392 1.006469 -0.730571 0.65 0.26 0.81 0.033
H -4.419378 0.881776 0.361062 0.91 1.33 1.19 0.136
H -3.891210 2.600621 -0.085741 0.13 -1.45 1.89 0.098
H -6.099948 2.519330 0.351401 0.17 0.41 1.23 0.126
H -4.184880 -0.633735 2.113807 2.66 -0.41 0.03 0.136
H -2.921551 -0.950235 0.789848 0.11 0.48 2.43 0.120
H -3.111208 -3.050765 1.912777 1.18 1.86 1.26 0.114
H -1.376109 -2.509937 2.315760 -2.57 0.95 0.99 0.097
H -3.966756 -2.103197 4.452062 2.14 -0.87 -0.72 0.120
H -2.070781 -2.441005 4.893600 -1.93 -0.43 -1.57 0.124
H -4.063854 -5.723938 2.530662 -0.69 1.61 1.08 0.121
H -3.583211 1.856998 3.893683 1.42 -1.77 -0.28 0.070
H -3.841826 0.045026 4.127189 2.14 1.53 -0.63 0.123
H 0.715650 1.557874 0.746191 1.00 -2.08 1.27 0.101
H 0.921701 -0.309092 0.631342 0.83 1.70 1.75 0.062
H 3.017063 1.908295 0.638680 -0.71 -2.09 1.53 0.126
H 3.158475 1.362819 2.433858 -1.12 -0.84 -2.25 0.132
H 3.967536 -1.054903 1.729768 -0.70 1.66 -1.89 0.044
H 4.893612 0.311954 0.824918 -2.32 -1.16 -0.11 0.081
H 2.107050 -0.974655 -1.072156 1.28 0.32 0.97 -0.145
H 2.435463 -0.196202 3.770563 -2.08 -0.26 -0.47 0.123
H 0.986557 -0.273802 4.921999 0.26 -0.35 -2.74 0.139
C 6.054597 1.992767 -2.334776 0.08 -0.11 0.16 -0.069
C 5.550878 3.395770 -2.625586 -0.11 -0.13 0.17 -0.269
O 4.811212 3.964987 -1.548795 -0.06 0.07 -0.05 -0.164
C 5.509005 4.142862 -0.319278 -0.13 0.11 -0.06 -0.279
C 6.694695 5.085802 -0.429208 0.20 -0.03 -0.21 -0.086
H 5.234731 1.349051 -1.997516 0.03 0.10 -0.11 0.049
H 6.503280 1.553204 -3.232006 0.00 0.06 0.11 0.062
H 6.813584 1.994232 -1.546329 0.01 -0.02 -0.12 0.071
H 4.869346 3.352193 -3.481959 -0.07 0.15 0.25 0.102
H 6.372548 4.058008 -2.915135 0.10 0.00 0.02 0.105
H 5.811963 3.174106 0.090253 0.08 -0.03 -0.01 0.101
H 4.788554 4.567253 0.388187 -0.07 -0.14 -0.27 0.124
H 7.488210 4.660770 -1.051111 0.00 0.03 0.10 0.064
H 7.115183 5.288249 0.559740 -0.07 -0.03 -0.08 0.076
H 6.393303 6.033780 -0.885913 -0.03 -0.09 0.11 0.081
C 2.265325 2.253564 -5.163428 -0.17 0.19 -0.01 -0.075
C 2.144806 0.791729 -5.557433 -0.07 0.06 0.18 -0.276
O 0.870044 0.229324 -5.258650 -0.04 -0.10 -0.01 -0.164
C -0.253619 0.812519 -5.912511 0.09 -0.11 0.03 -0.279
C -0.197855 0.697563 -7.426035 0.22 0.05 -0.15 -0.086
H 1.973599 2.398056 -4.117334 0.12 -0.07 -0.12 0.090
H 3.295311 2.602036 -5.294759 -0.13 -0.07 0.01 0.067
H 1.615825 2.888606 -5.773825 0.12 -0.01 0.02 0.068
H 2.880594 0.214099 -4.987592 -0.28 -0.08 0.00 0.112
H 2.386582 0.646735 -6.614817 -0.01 0.06 -0.09 0.104
H -0.377573 1.854206 -5.600244 0.03 0.05 -0.05 0.098
H -1.136623 0.273517 -5.552722 0.27 -0.03 0.13 0.118
H 0.613516 1.300956 -7.843978 -0.12 0.00 0.00 0.065
H -1.135758 1.042000 -7.870458 0.07 -0.03 0.06 0.075
H -0.023458 -0.339835 -7.728478 -0.09 0.09 0.07 0.081
C 9.047639 -0.949697 -7.028438 -0.17 -0.09 -0.19 -0.086
C 8.970474 -0.802415 -5.518777 -0.10 0.16 -0.02 -0.278
O 7.809579 -0.103438 -5.077931 0.08 0.10 0.01 -0.173
C 6.551642 -0.696090 -5.388774 0.01 -0.05 0.14 -0.278
C 6.359127 -2.066659 -4.763026 0.19 -0.16 0.00 -0.074
H 8.927057 0.022423 -7.519086 0.08 -0.11 0.12 0.082
H 10.012045 -1.377268 -7.322812 -0.13 0.06 0.06 0.076
H 8.259250 -1.606805 -7.408395 0.13 0.01 0.01 0.065
H 9.832578 -0.217885 -5.179869 -0.28 0.05 0.09 0.118
H 9.040091 -1.775608 -5.023208 -0.03 -0.07 -0.05 0.106
H 6.405717 -0.733306 -6.472891 0.02 -0.07 -0.05 0.106
H 5.784370 -0.020670 -4.995371 0.27 0.06 0.00 0.104
H 7.041415 -2.804191 -5.196170 -0.11 0.01 -0.01 0.065
H 5.336780 -2.420037 -4.923467 0.09 0.06 0.03 0.078
H 6.555974 -2.031084 -3.686892 -0.11 0.06 -0.12 0.086
C -7.143295 -7.256116 4.794824 -0.10 -0.19 0.10 -0.077
C -7.657916 -5.897747 4.351287 0.20 -0.02 -0.05 -0.272
O -8.552148 -5.966422 3.243936 -0.19 -0.03 -0.17 -0.166
C -9.759183 -6.696959 3.443052 0.13 0.21 -0.04 -0.284
C -10.642342 -6.117397 4.534482 0.09 0.06 0.25 -0.087
H -6.724271 -7.807588 3.945947 0.01 0.14 0.10 0.082
H -6.367577 -7.140895 5.559375 -0.09 0.04 -0.16 0.081
H -7.944070 -7.869703 5.219068 0.08 0.03 0.03 0.063
H -6.806464 -5.290347 4.025938 -0.29 -0.09 -0.10 0.098
H -8.123167 -5.360919 5.183691 -0.04 -0.06 0.07 0.109
H -9.538800 -7.752174 3.632632 -0.01 -0.03 0.10 0.104
H -10.305042 -6.659537 2.494209 0.27 0.09 0.02 0.115
H -10.179976 -6.220305 5.520742 -0.09 -0.03 -0.07 0.066
H -11.606444 -6.632818 4.560149 0.08 0.03 -0.02 0.073
H -10.816523 -5.050238 4.364448 -0.01 -0.14 -0.05 0.082
```
Positions in Å, forces in eV/Å.